# C31H68ClN4O9S2

5 unconnected molecules or ions with the total composition C31H68ClN4O9S2 (ωB97M-V/def2-TZVPD, the OMol25 dataset).

Geometry (Å):
S  -4.817  5.568  1.224
S  -4.397  7.094  -0.096
Cl  -4.990  6.500  -1.873
C  -5.579  8.507  0.381
O  -6.576  8.761  -0.493
C  -7.652  7.853  -0.559
C  -8.168  7.232  0.569
C  -9.240  6.358  0.417
C  -9.775  6.116  -0.833
C  -9.250  6.762  -1.948
C  -8.181  7.637  -1.812
H  -5.781  5.013  0.472
H  -5.887  8.225  1.390
H  -4.907  9.364  0.419
H  -7.769  7.434  1.555
H  -9.656  5.868  1.287
H  -10.616  5.444  -0.943
H  -9.667  6.598  -2.932
H  -7.763  8.152  -2.667
C  -2.102  4.214  -1.087
O  -0.880  3.984  -1.726
C  0.201  4.812  -1.304
C  1.142  4.132  -0.338
N  0.541  3.941  0.972
C  1.232  3.020  1.880
C  1.592  1.623  1.394
O  0.506  0.725  1.261
C  -0.344  0.954  0.155
H  -2.885  3.755  -1.693
H  -2.147  3.768  -0.086
H  -2.309  5.292  -1.012
H  -0.184  5.746  -0.877
H  0.760  5.062  -2.207
H  2.023  4.773  -0.230
H  1.475  3.196  -0.802
H  -0.417  3.642  0.866
H  0.596  2.911  2.761
H  2.149  3.507  2.222
H  2.231  1.186  2.158
H  2.186  1.642  0.470
H  0.223  1.213  -0.745
H  -1.068  1.750  0.376
H  -0.901  0.043  -0.040
C  7.607  1.691  6.819
O  7.218  0.487  6.195
C  6.369  -0.353  6.961
C  4.927  -0.299  6.510
N  4.292  0.968  6.836
C  3.032  1.251  6.163
C  2.928  1.131  4.647
O  3.565  2.155  3.904
C  4.980  2.088  3.888
H  8.462  2.078  6.268
H  6.819  2.454  6.802
H  7.909  1.522  7.857
H  6.459  -0.120  8.027
H  6.725  -1.375  6.811
H  4.384  -1.106  7.015
H  4.914  -0.521  5.435
H  4.939  1.727  6.679
H  2.747  2.272  6.429
H  2.267  0.592  6.591
H  1.866  1.223  4.405
H  3.245  0.146  4.281
H  5.336  1.062  3.766
H  5.421  2.522  4.789
H  5.317  2.680  3.037
C  -1.526  -5.042  -4.755
O  -1.287  -3.827  -5.439
C  -2.422  -3.210  -6.019
C  -2.903  -2.029  -5.203
N  -3.507  -2.443  -3.947
C  -3.668  -1.411  -2.935
C  -2.476  -0.548  -2.535
O  -1.493  -1.185  -1.748
C  -0.664  -2.111  -2.431
H  -0.565  -5.525  -4.608
H  -1.968  -4.890  -3.765
H  -2.167  -5.709  -5.339
H  -3.225  -3.938  -6.176
H  -2.113  -2.836  -6.999
H  -3.648  -1.480  -5.791
H  -2.040  -1.364  -5.066
H  -2.992  -3.219  -3.556
H  -4.031  -1.902  -2.028
H  -4.466  -0.734  -3.265
H  -2.871  0.249  -1.896
H  -2.009  -0.054  -3.397
H  -0.382  -1.744  -3.421
H  -1.132  -3.094  -2.524
H  0.236  -2.231  -1.828
C  3.293  -9.551  -0.222
O  3.693  -8.235  0.093
C  4.740  -7.705  -0.705
C  4.249  -6.719  -1.742
N  3.501  -7.364  -2.809
C  2.713  -6.490  -3.666
C  1.744  -5.486  -3.052
O  0.562  -6.034  -2.497
C  0.737  -6.712  -1.267
H  2.721  -9.926  0.624
H  2.654  -9.600  -1.112
H  4.158  -10.204  -0.375
H  5.315  -8.513  -1.170
H  5.407  -7.168  -0.027
H  5.124  -6.221  -2.175
H  3.667  -5.953  -1.212
H  2.910  -8.088  -2.426
H  2.136  -7.132  -4.336
H  3.405  -5.923  -4.299
H  1.406  -4.844  -3.870
H  2.230  -4.827  -2.321
H  1.430  -6.182  -0.608
H  1.086  -7.738  -1.410
H  -0.239  -6.756  -0.785

Total energy, eV: -91816.242
Kohn-Sham gap, eV: 4.4
Total charge: +1
E_LUMO, eV: -5.25
Strongest force on any atom, hartree/bohr: 0.0152